C36H27F3IrN2O3S2Si | wB97M-V/def2-TZVPD

```
75
Properties=species:S:1:pos:R:3:lowdin_spin:R:1
Ir 0.2199 -0.0852 0.1887 0.232
C -1.8213 0.5868 0.7304 0.060
C -2.7263 -0.1434 -0.1455 0.277
C -2.6962 0.4471 -1.4109 0.008
C -1.8035 1.5173 -1.3808 0.301
C -1.2718 1.6388 -0.0375 0.054
H -1.9079 0.5402 1.8059 0.000
H -3.2721 -1.0267 0.1481 0.014
H -3.2008 0.0821 -2.2924 -0.005
H -1.5389 2.1660 -2.2020 0.013
H -0.8722 2.5623 0.3518 0.000
F 3.9518 -3.0186 4.3498 0.000
C 2.9911 -2.1753 3.9334 0.000
F 1.8424 -2.5646 4.5057 0.000
F 3.2891 -0.9611 4.4287 0.000
C 2.8936 -2.1490 2.4365 0.000
C 3.7782 -2.8552 1.6424 0.006
C 3.7025 -2.7654 0.2559 -0.001
C 2.7192 -1.9774 -0.3031 0.005
N 1.8609 -1.3154 0.4726 0.003
C 1.9330 -1.3586 1.8078 0.007
S 0.7495 -0.2665 2.4474 -0.003
H 4.5414 -3.4609 2.1115 0.000
H 4.4023 -3.2858 -0.3806 0.000
H 2.6111 -1.8424 -1.3730 0.000
C 6.0316 0.2277 -0.2398 0.000
C 5.4306 0.4278 0.9969 0.000
C 4.1377 0.9242 1.0672 0.000
C 3.4124 1.2286 -0.0898 0.001
C 4.0356 1.0241 -1.3229 0.000
C 5.3330 0.5298 -1.3986 0.000
Si 1.6268 1.8126 0.0753 -0.005
C 1.1782 2.9189 -1.3800 -0.002
C 1.2326 2.4440 -2.6922 0.001
C 0.8379 3.2278 -3.7658 0.000
C 0.3773 4.5182 -3.5462 0.000
C 0.3228 5.0166 -2.2523 0.001
C 0.7227 4.2258 -1.1822 -0.001
C 1.6169 2.9293 1.5948 -0.001
C 2.6487 3.8711 1.6762 0.000
C 2.7151 4.7836 2.7197 0.000
C 1.7445 4.7739 3.7115 0.000
C 0.7152 3.8463 3.6543 0.000
C 0.6577 2.9361 2.6070 0.000
H 7.0434 -0.1546 -0.2975 0.000
H 5.9716 0.2021 1.9085 0.000
H 3.6840 1.0811 2.0416 0.000
H 3.5146 1.2532 -2.2435 0.000
H 5.7959 0.3849 -2.3670 0.000
H 1.5893 1.4450 -2.8918 0.000
H 0.8784 2.8193 -4.7675 0.000
H 0.0625 5.1339 -4.3796 0.000
H -0.0345 6.0233 -2.0732 0.000
H 0.6667 4.6329 -0.1786 0.000
H 3.4177 3.8923 0.9106 0.000
H 3.5265 5.4998 2.7584 0.000
H 1.7937 5.4819 4.5292 0.000
H -0.0411 3.8247 4.4292 0.000
H -0.1466 2.2089 2.6009 0.000
O -0.6346 -2.4718 -0.1682 0.022
C -0.4057 -2.2460 -1.3553 0.003
N 0.0450 -1.0399 -1.7611 0.006
S 0.3075 -0.9685 -3.3762 0.000
O -0.5749 -0.0417 -4.0229 0.002
O 1.7202 -0.8448 -3.6355 0.000
C -0.2103 -2.6346 -3.6771 0.000
C -0.2745 -3.3169 -4.8741 0.000
C -0.7174 -4.6338 -4.8270 0.000
C -1.0755 -5.2299 -3.6201 0.000
C -1.0026 -4.5245 -2.4254 0.000
C -0.5635 -3.2149 -2.4759 0.000
H 0.0049 -2.8473 -5.8077 0.000
H -0.7858 -5.2054 -5.7434 0.000
H -1.4168 -6.2566 -3.6168 0.000
H -1.2796 -4.9705 -1.4793 0.000
```

Output
- net charge = 0
- frontier orbital gap (spin up / spin down) (eV) = 7.8 / 6.7
- ⟨S²⟩ = 0.778
- spin multiplicity = 2
- ΔE to the lowest compared entry with this formula, charge and spin (kcal/mol) = 0.00
- E_tot (Eh) = -3213.15292



C36H28BrIrO5P2SSe | wB97M-V/def2-TZVPD

```
75
Properties=species:S:1:pos:R:3:lowdin_spin:R:1
Ir -0.9957 -0.9399 -1.5128 0.558
O 3.7235 -1.5477 -1.4583 -0.001
S 2.3834 -0.9488 -1.2499 -0.002
C 2.5503 0.7854 -1.7328 0.000
C 3.8188 1.1600 -2.1393 0.000
C 4.0463 2.4464 -2.6078 0.000
C 2.9986 3.3437 -2.6900 0.000
C 1.7217 2.9557 -2.3101 0.000
C 1.4721 1.6745 -1.8244 -0.002
P -0.2286 1.2995 -1.2655 -0.006
C -1.2751 2.3564 -2.3184 0.003
C -1.8364 1.8735 -3.5004 0.001
C -2.5620 2.7191 -4.3255 0.000
C -2.7277 4.0532 -3.9885 0.000
C -2.1628 4.5463 -2.8221 0.000
C -1.4407 3.7065 -1.9897 0.000
C -0.3268 2.0933 0.3663 -0.001
C -1.5396 2.6289 0.8179 0.000
C -1.6049 3.2684 2.0442 0.000
C -0.4686 3.3727 2.8369 0.000
C 0.7375 2.8592 2.3888 0.000
C 0.8135 2.2316 1.1533 0.000
C 2.2741 -0.6849 0.5460 0.000
C 3.4430 -0.2474 1.1524 0.000
C 3.4946 -0.0699 2.5232 0.001
C 2.3787 -0.3508 3.2965 0.000
C 1.2176 -0.8128 2.7011 0.001
C 1.1392 -0.9859 1.3143 -0.001
P -0.3998 -1.7219 0.6474 0.033
C -1.5707 -1.5892 2.0160 0.012
C -1.9098 -0.3206 2.4884 0.002
C -2.6897 -0.1862 3.6207 0.002
C -3.1395 -1.3195 4.2907 0.000
C -2.7981 -2.5784 3.8304 0.001
C -2.0008 -2.7224 2.6997 0.002
C -0.1001 -3.4811 0.4561 0.000
C 1.1382 -4.0428 0.7382 0.000
C 1.3302 -5.4061 0.5500 0.000
C 0.2945 -6.1951 0.0811 0.000
C -0.9478 -5.6324 -0.1996 0.000
C -1.1459 -4.2776 -0.0210 0.000
H 4.6129 0.4252 -2.0992 0.000
H 5.0410 2.7354 -2.9204 0.000
H 3.1622 4.3450 -3.0648 0.000
H 0.9114 3.6629 -2.4092 0.000
H -1.7134 0.8421 -3.7918 0.000
H -2.9985 2.3299 -5.2353 0.000
H -3.2944 4.7103 -4.6349 0.000
H -2.2816 5.5885 -2.5567 0.000
H -1.0013 4.1087 -1.0878 0.000
H -2.4258 2.5633 0.2034 0.000
H -2.5432 3.6927 2.3773 0.000
H -0.5217 3.8723 3.7954 0.000
H 1.6295 2.9603 2.9928 0.000
H 1.7692 1.8682 0.7996 0.000
H 4.3193 -0.0708 0.5401 0.000
H 4.4084 0.2777 2.9875 0.000
H 2.4152 -0.2245 4.3704 0.000
H 0.3644 -1.0475 3.3187 0.000
H -1.5355 0.5567 1.9905 0.001
H -2.9394 0.8015 3.9865 0.000
H -3.7494 -1.2172 5.1786 0.000
H -3.1416 -3.4607 4.3536 0.000
H -1.7264 -3.7082 2.3606 0.000
H 1.9568 -3.4326 1.0975 0.000
H 2.2957 -5.8441 0.7633 0.000
H 0.4507 -7.2548 -0.0720 0.000
H -1.7548 -6.2500 -0.5704 0.000
H -2.1029 -3.8335 -0.2682 0.000
Br -3.0826 -0.1423 -0.7626 0.252
O -0.5683 -3.4914 -4.7000 0.005
Se -0.7159 -2.5881 -3.4126 0.001
O -0.5869 -0.8688 -3.5625 0.110
O 0.3496 -2.6364 -2.1204 0.033
O -2.1070 -2.5830 -2.4506 -0.002
```

Output
- net charge = +1
- frontier orbital gap (spin up / spin down) (eV) = 7.3 / 5.5
- ⟨S²⟩ = 0.757
- spin multiplicity = 2
- ΔE to the lowest compared entry with this formula, charge and spin (kcal/mol) = 13.50
- E_tot (Eh) = -7925.19727



C36H28Cl2FMnN8O5S | wB97M-V/def2-TZVPD

```
82
Properties=species:S:1:pos:R:3:lowdin_spin:R:1
Mn -0.8375 1.0517 -0.9192 2.880
Cl -6.8705 2.6761 1.7221 0.001
C -5.5096 2.6040 0.6401 0.003
C -4.5592 1.6061 0.8297 0.001
C -3.4468 1.5235 0.0092 0.003
N -2.4807 0.5222 0.1712 0.014
C -2.0944 0.2747 1.4495 0.003
O -1.7008 -0.8108 1.8771 -0.005
C -1.9744 1.4570 2.4023 0.002
C -2.1617 1.2827 3.7706 0.000
C -1.9518 2.3695 4.6008 0.000
C -1.5267 3.5676 4.0409 0.000
C -1.3397 3.6277 2.6694 0.000
N -1.5785 2.6027 1.8596 0.006
C -3.2958 2.4338 -1.0684 0.001
C -4.2568 3.4209 -1.2490 0.003
C -5.3533 3.5003 -0.3937 0.002
Cl -6.5167 4.7689 -0.6637 0.000
N -2.1823 2.1794 -1.8711 0.011
C -2.0379 2.8127 -3.0609 0.033
O -2.4889 3.9112 -3.3842 0.048
C -1.4057 1.9873 -4.1475 0.191
C -1.7040 2.2588 -5.4572 0.010
C -1.4958 1.3177 -6.4725 0.237
C -1.1236 0.0143 -6.0894 0.018
C -0.7629 -0.2424 -4.8053 0.151
N -0.7445 0.7800 -3.8666 0.217
H -4.7005 0.8847 1.6237 0.000
H -2.4565 0.3126 4.1438 0.000
H -2.1081 2.2857 5.6698 0.000
H -1.3327 4.4388 4.6520 0.000
H -0.9714 4.5312 2.1984 0.000
H -4.1433 4.1472 -2.0355 0.000
H -2.1905 3.2044 -5.6507 -0.003
H -1.7442 1.5438 -7.4986 0.017
H -1.1587 -0.8205 -6.7766 -0.003
H -0.9361 -1.7877 -3.4875 0.022
C 3.5562 0.2201 5.0754 0.000
C 3.0776 -1.0685 4.4362 0.000
C 4.1792 -2.1187 4.3664 0.000
C 3.5914 -3.4507 3.9326 0.000
C 2.7022 -3.2916 2.7266 0.000
C 2.3571 -4.3879 1.9647 -0.002
C 1.5655 -4.2359 0.8329 0.000
F 1.2513 -5.3439 0.1264 0.001
C 1.1169 -3.0147 0.4200 -0.001
C 1.4683 -1.8877 1.1701 0.000
C 0.9986 -0.5730 0.7190 -0.006
O 0.1884 -0.5263 -0.2253 0.018
C 1.5090 0.5516 1.4396 -0.001
C 2.1987 0.3239 2.5927 -0.002
N 2.5332 -0.8858 3.0799 -0.003
C 2.2344 -2.0221 2.3316 -0.001
C 1.3297 2.0137 1.0323 0.006
O 1.6880 2.8690 1.8363 0.007
O 0.9179 2.2035 -0.1612 0.042
H 3.9183 -0.0144 6.0764 0.000
H 2.7628 0.9577 5.1796 0.000
H 4.3767 0.6678 4.5129 0.000
H 2.2611 -1.4778 5.0461 0.000
H 4.6511 -2.2101 5.3464 0.000
H 4.9451 -1.7831 3.6617 0.000
H 3.0138 -3.8790 4.7577 0.000
H 4.3830 -4.1667 3.7023 0.000
H 2.7077 -5.3776 2.2293 0.000
H 0.4904 -2.8934 -0.4512 0.001
H 2.4810 1.1990 3.1590 0.000
C 0.7685 -4.2782 -5.1121 0.021
C 1.2834 -3.2976 -4.0595 0.072
C 0.9073 -1.8859 -4.3440 0.516
N -0.4379 -1.5420 -4.3425 0.193
N 0.1748 0.8303 -2.8083 0.020
C 1.3899 0.4062 -2.9641 0.067
N 2.3218 0.7708 -2.0607 0.024
S 2.0643 -0.5896 -4.2958 0.131
H 1.0543 -5.2995 -4.8595 0.001
H 1.1739 -4.0386 -6.0955 0.002
H -0.3180 -4.2360 -5.1818 0.001
H 2.3680 -3.3613 -3.9719 0.000
H 0.8868 -3.5981 -3.0741 0.024
H 1.9724 1.3540 -1.2865 0.002
H 3.0783 0.1304 -1.8929 0.003
```

Output
- net charge = -1
- frontier orbital gap (spin up / spin down) (eV) = 5.4 / 6.1
- ⟨S²⟩ = 8.806
- spin multiplicity = 6
- ΔE to the lowest compared entry with this formula, charge and spin (kcal/mol) = 119.95
- E_tot (Eh) = -4772.46954



> The highest ΔE to the lowest compared entry with this formula, charge and spin belongs to which entry?

C36H28Cl2FMnN8O5S



> The highest net charge belongs to which entry?

C36H28BrIrO5P2SSe



> What is the ⟨S²⟩ in the third record?

8.806



> The lowest ΔE to the lowest compared entry with this formula, charge and spin belongs to which entry?

C36H27F3IrN2O3S2Si